25
Properties=species:S:1:pos:R:3 method="wB97M-V/def2-TZVPD" largest_force_ev_per_a=1.99 smiles=CCCCCNC.O gap_ha=0.343
C 2.332 0.912 -1.433
C 1.589 0.053 -0.378
C 0.151 -0.249 -0.717
C -0.804 1.003 -0.699
C -1.410 1.331 0.660
N -2.229 0.253 1.191
C -3.584 0.214 0.649
H 2.977 1.597 -0.889
H 1.641 1.475 -2.061
H 2.978 0.299 -2.056
H 2.096 -0.925 -0.378
H 1.672 0.419 0.655
H 0.094 -0.637 -1.745
H -0.362 -0.932 -0.026
H -1.571 0.794 -1.446
H -0.144 1.848 -0.935
H -1.940 2.278 0.583
H -0.531 1.501 1.318
H -2.196 0.057 2.176
H -3.585 0.312 -0.439
H -4.059 -0.693 1.031
H -4.189 1.041 1.017
H 4.490 -4.162 1.254
H 2.991 -3.568 1.147
O 3.590 -4.222 1.524


63
Properties=species:S:1:pos:R:3 method="wB97M-V/def2-TZVPD" largest_force_ev_per_a=0.55 gap_ha=0.231 total_charge=-1
Zr -0.552 -1.153 0.463
Se -1.548 3.845 -3.829
Sb -0.654 1.772 -3.051
Se -3.007 -1.559 1.001
Se -2.452 0.221 -0.496
Se -0.012 0.431 -4.976
O 1.042 -2.042 -3.329
P 0.663 -1.925 -1.851
O -0.649 -2.489 -1.349
O 0.709 -0.527 -1.242
O 1.811 -2.837 -1.085
P 1.676 -2.822 0.531
O 2.800 -3.824 1.000
O 0.304 -3.267 0.980
O 1.841 -1.389 0.972
H 0.692 -1.226 -3.894
H 3.683 -3.565 0.699
C -3.516 3.859 -0.400
N -2.422 3.521 0.491
C -1.089 3.701 0.242
C -0.436 3.166 1.316
N -1.338 2.644 2.212
C -2.513 2.878 1.675
H -3.904 4.854 -0.179
H -4.308 3.121 -0.280
H -3.161 3.828 -1.430
H -0.748 4.166 -0.668
H 0.627 3.119 1.490
H -3.465 2.579 2.085
C 2.479 -3.952 4.998
C 3.096 -2.713 4.933
C 2.421 -1.624 4.395
C 1.125 -1.771 3.916
C 0.511 -3.020 3.985
C 1.183 -4.104 4.524
P 0.151 -0.400 3.196
C 1.243 1.057 3.365
C 0.961 2.068 4.279
C 1.779 3.185 4.362
C 2.884 3.306 3.532
C 3.164 2.306 2.611
C 2.346 1.190 2.520
C -1.103 -0.160 4.501
C -0.786 -0.369 5.843
C -1.736 -0.155 6.829
C -3.013 0.267 6.481
C -3.334 0.473 5.148
C -2.383 0.263 4.160
H 3.008 -4.801 5.413
H 4.106 -2.587 5.302
H 2.910 -0.660 4.351
H -0.494 -3.150 3.601
H 0.698 -5.071 4.562
H 0.083 2.002 4.906
H 1.539 3.970 5.067
H 3.516 4.183 3.592
H 4.013 2.399 1.946
H 2.557 0.423 1.786
H 0.207 -0.703 6.118
H -1.480 -0.320 7.868
H -3.757 0.429 7.251
H -4.331 0.793 4.872
H -2.633 0.411 3.119


12
Properties=species:S:1:pos:R:3 method="wB97M-V/def2-TZVPD" largest_force_ev_per_a=5.92 smiles="N/N=C/n1ncnn1" gap_ha=0.337
C 0.643 0.304 -0.202
C -2.671 0.193 0.179
H 3.376 -0.937 -0.301
H 3.008 0.781 0.267
H 0.801 1.429 -0.572
H -3.627 0.551 0.621
N 2.754 -0.257 0.238
N 1.521 -0.604 0.043
N -0.640 0.001 -0.141
N -1.610 0.850 -0.025
N -2.424 -1.113 0.025
N -1.132 -1.198 -0.134


18
Properties=species:S:1:pos:R:3 method="wB97M-V/def2-TZVPD" largest_force_ev_per_a=2.50 gap_ha=0.228 total_charge=+1
C 0.849 -2.459 1.784
C -0.573 -2.081 1.445
C -0.305 1.514 -0.669
C 0.853 3.588 -1.465
C 0.504 2.155 -1.469
C -0.955 -2.013 0.133
N -3.189 -1.115 -0.262
N -2.216 -1.604 -0.097
O -1.223 0.965 -0.188
H 0.792 -3.580 2.121
H 1.263 -2.054 2.747
H -1.342 -1.934 2.155
H 0.448 4.379 -2.091
H 0.886 4.003 -0.520
H 1.889 3.475 -1.742
H 1.227 1.650 -2.057
H 1.522 -2.434 0.860
H -0.431 -2.455 -0.686


74
Properties=species:S:1:pos:R:3 method="wB97M-V/def2-TZVPD" largest_force_ev_per_a=0.81 smiles="CC[C@@H]1CCCCN1CCCNC(=O)CCCNC(=O)Cn1cnc2sc3c(c2c1=O)CCCC3" gap_ha=0.304
C 3.419 2.517 -1.247
H 3.345 2.750 -0.187
H 2.617 3.037 -1.764
H 4.375 2.882 -1.617
C 3.287 1.017 -1.475
H 4.071 0.488 -0.928
H 3.420 0.799 -2.534
C 1.926 0.505 -0.982
N 0.839 1.186 -1.673
C -0.402 1.261 -0.921
H -1.108 0.469 -1.200
H -0.183 1.133 0.137
C -1.067 2.629 -1.101
C -2.480 2.645 -0.522
N -3.351 1.768 -1.276
C -4.139 0.803 -0.770
O -4.277 0.589 0.419
C -4.893 0.051 -1.866
H -4.188 -0.223 -2.653
H -5.618 0.753 -2.289
C -5.628 -1.195 -1.377
H -6.342 -1.501 -2.143
C -4.692 -2.375 -1.089
N -4.096 -2.315 0.226
C -2.864 -1.820 0.455
O -2.090 -1.492 -0.416
C -2.505 -1.814 1.948
N -1.459 -0.865 2.240
C -1.765 0.447 2.361
N -0.916 1.393 2.568
C 0.376 1.010 2.634
C 0.821 -0.303 2.543
C 2.240 -0.405 2.622
C 2.833 0.810 2.761
S 1.684 2.127 2.810
C 4.302 1.045 2.828
C 5.018 -0.272 3.135
C 4.484 -1.388 2.239
C 3.021 -1.677 2.567
H 2.571 -2.345 1.831
H 2.945 -2.176 3.537
H 5.077 -2.294 2.372
H 4.569 -1.079 1.194
H 6.091 -0.146 2.986
H 4.851 -0.542 4.179
H 4.532 1.795 3.587
H 4.647 1.439 1.866
C -0.142 -1.356 2.343
O 0.077 -2.550 2.277
H -2.810 0.707 2.262
H -2.112 -2.806 2.200
H -3.386 -1.588 2.552
H -4.728 -2.414 1.003
H -3.872 -2.396 -1.810
H -5.250 -3.314 -1.160
H -6.183 -0.948 -0.470
H -3.285 1.855 -2.279
H -2.884 3.664 -0.553
H -2.474 2.303 0.513
H -0.466 3.389 -0.601
H -1.106 2.884 -2.163
C 0.649 0.705 -3.030
C 0.456 -0.813 -3.126
C 1.655 -1.512 -2.495
C 1.810 -1.028 -1.057
H 2.688 -1.484 -0.595
H 0.930 -1.338 -0.490
H 2.558 -1.290 -3.068
H 1.510 -2.595 -2.506
H 0.342 -1.103 -4.173
H -0.447 -1.106 -2.587
H 1.526 0.994 -3.617
H -0.214 1.223 -3.456
H 1.859 0.797 0.072


70
Properties=species:S:1:pos:R:3 method="wB97M-V/def2-TZVPD" largest_force_ev_per_a=1.23 gap_ha=0.216 total_charge=-1
Pd 1.138 -0.491 0.370
O -0.844 -3.213 2.629
C -0.412 -2.360 1.865
N 0.674 -1.579 1.953
C 1.514 -1.269 3.008
O 1.394 -1.670 4.152
C 2.570 -0.264 2.576
C 3.258 0.434 3.540
C 4.182 1.490 3.305
C 4.225 2.278 2.210
C 3.186 2.208 1.134
N 2.768 -0.234 1.245
C -1.168 -2.051 0.572
C -2.374 -2.696 0.335
C -3.143 -2.347 -0.761
C -2.668 -1.346 -1.603
C -1.431 -0.787 -1.344
N -0.683 -1.121 -0.289
H 3.113 0.109 4.563
H 4.892 1.692 4.105
H 5.019 3.004 2.094
H 3.363 2.981 0.375
H -2.679 -3.453 1.043
H -4.097 -2.823 -0.942
H -3.254 -1.008 -2.446
H -1.024 -0.016 -1.992
C 7.492 -0.126 -0.469
C 6.421 -0.732 -1.380
C 6.412 -2.257 -1.190
C 6.792 -0.393 -2.830
C 5.022 -0.221 -1.067
C 3.962 -0.561 -1.975
C 2.717 -0.046 -1.768
N 2.351 0.750 -0.736
C 3.296 0.821 0.387
C 4.723 0.531 0.007
C 1.826 2.470 1.764
C 1.769 3.393 2.811
C 0.621 3.562 3.565
C -0.507 2.867 3.127
C -0.405 2.059 2.010
N 0.728 1.849 1.347
C 0.601 4.448 4.800
C 2.017 4.741 5.311
C -0.070 5.784 4.455
C -0.172 3.759 5.933
H 8.475 -0.511 -0.749
H 7.311 -0.380 0.573
H 7.502 0.959 -0.567
H 7.405 -2.673 -1.369
H 5.707 -2.725 -1.874
H 6.102 -2.503 -0.176
H 7.816 -0.695 -3.049
H 6.705 0.680 -2.991
H 6.133 -0.893 -3.534
H 4.144 -1.176 -2.841
H 1.942 -0.172 -2.528
H 5.454 0.826 0.746
H 2.668 3.934 3.047
H -1.455 2.933 3.634
H -1.275 1.540 1.616
H 2.567 5.374 4.619
H 2.573 3.819 5.463
H 1.959 5.269 6.262
H 0.480 6.287 3.662
H -0.082 6.428 5.334
H -1.094 5.634 4.118
H 0.202 2.749 6.086
H -1.236 3.706 5.717
H -0.047 4.316 6.861